# C6H14N2O2

2 unconnected molecules or ions with the total composition C6H14N2O2 in a non-equilibrium geometry (ωB97M-V/def2-TZVPD, OMol25).

Results
HOMO energy	-9.099	eV
E	-13524.6810	eV
maximum force	2.80	eV/Å
structure (SMILES)	CNC(C)=O.CNC(C)=O
gap between HOMO and LUMO	9.6	eV
relative energy (zero: lowest compared OMol25 entry of this formula, charge and spin)	21.8	kcal per mole
net charge	0

Geometry (Å):
1 C 0.928 0.148 -2.395
2 N -0.285 -0.637 -2.553
3 C -0.713 -1.397 -1.510
4 C -1.691 -2.487 -1.817
5 O -0.578 -1.056 -0.340
6 H 1.363 0.026 -1.409
7 H 1.717 -0.131 -3.091
8 H 0.743 1.204 -2.571
9 H -0.366 -1.044 -3.473
10 H -2.524 -2.125 -2.424
11 H -1.215 -3.309 -2.365
12 H -2.235 -3.029 -1.044
13 C -1.133 0.534 2.989
14 N 0.005 0.571 2.073
15 C 0.794 1.687 2.123
16 C 1.968 1.663 1.172
17 O 0.642 2.611 2.898
18 H -2.026 0.132 2.519
19 H -0.876 -0.110 3.830
20 H -1.273 1.526 3.406
21 H -0.136 0.133 1.167
22 H 2.304 2.694 1.065
23 H 2.888 1.195 1.527
24 H 1.699 1.201 0.224

Results of the Mulliken charge analysis, in e, for atoms 1 through 4:
1 C -0.67
2 N -0.18
3 C 0.71
4 C -1.32


# C33H26NO8S3

2 unconnected molecules or ions with the total composition C33H26NO8S3 in a non-equilibrium geometry (ωB97M-V/def2-TZVPD, OMol25).

Results
HOMO energy	-3.691	eV
E	-85013.8092	eV
maximum force	1.78	eV/Å
gap between HOMO and LUMO	5.8	eV
relative energy (zero: lowest compared OMol25 entry of this formula, charge and spin)	0.7	kcal per mole
net charge	-1

Geometry (Å):
1 C 3.429 -2.083 4.482
2 C 3.047 -2.191 3.139
3 C 1.728 -1.929 2.769
4 C 0.818 -1.488 3.733
5 S -0.814 -0.975 3.230
6 C -0.628 0.626 2.529
7 C 0.502 1.370 2.631
8 C 0.491 2.846 2.613
9 C 0.340 3.571 1.418
10 C 0.326 4.965 1.414
11 C 0.408 5.673 2.612
12 C 0.521 4.971 3.820
13 C 0.601 3.579 3.816
14 S -2.104 1.363 1.784
15 C -3.486 0.263 2.150
16 C -3.981 -0.611 1.178
17 C -5.064 -1.434 1.491
18 C -5.643 -1.378 2.763
19 C -5.153 -0.482 3.721
20 C -4.094 0.362 3.404
21 O -2.427 2.581 2.493
22 O -1.897 1.380 0.345
23 O -1.259 -1.868 2.182
24 O -1.576 -0.837 4.453
25 C 1.167 -1.468 5.088
26 C 2.483 -1.743 5.458
27 H 4.460 -2.280 4.771
28 H 3.767 -2.480 2.372
29 H 1.387 -2.062 1.743
30 H 1.411 0.857 2.928
31 H 0.266 3.020 0.480
32 H 0.227 5.488 0.462
33 H 0.387 6.761 2.608
34 H 0.534 5.503 4.767
35 H 0.716 3.007 4.741
36 H -3.502 -0.645 0.199
37 H -5.445 -2.122 0.733
38 H -6.481 -2.028 3.010
39 H -5.582 -0.432 4.722
40 H -3.725 1.092 4.123
41 H 0.406 -1.229 5.832
42 H 2.761 -1.688 6.511
43 C 1.669 5.638 -3.322
44 C 2.047 4.550 -4.118
45 C 2.272 3.299 -3.542
46 C 2.119 3.122 -2.158
47 S 2.524 1.514 -1.395
48 C 1.196 0.617 -0.739
49 C 1.043 -0.760 -1.037
50 C -0.230 -1.317 -1.403
51 C -0.365 -2.656 -1.689
52 C 0.738 -3.513 -1.498
53 N 0.499 -4.900 -1.319
54 O 1.473 -5.636 -1.044
55 O -0.668 -5.340 -1.408
56 C 2.028 -3.002 -1.204
57 C 2.175 -1.652 -0.973
58 O 2.966 0.826 -2.593
59 O 3.465 1.803 -0.327
60 C 1.861 4.236 -1.361
61 C 1.581 5.475 -1.935
62 H 1.467 6.607 -3.774
63 H 2.179 4.670 -5.193
64 H 2.586 2.471 -4.174
65 H 0.488 1.133 -0.103
66 H -1.076 -0.636 -1.449
67 H -1.310 -3.073 -2.015
68 H 2.874 -3.682 -1.130
69 H 3.149 -1.248 -0.683
70 H 1.897 4.124 -0.280
71 H 1.321 6.319 -1.296

Results of the Mulliken charge analysis, in e, for atoms 1 through 4:
1 C -0.46
2 C -0.45
3 C -0.05
4 C -0.55


# C66H134As2F12N8

A molecular structure, C66H134As2F12N8 in a non-equilibrium geometry (ωB97M-V/def2-TZVPD, OMol25).

Results
HOMO energy	-17.575	eV
E	-236769.2295	eV
maximum force	3.44	eV/Å
gap between HOMO and LUMO	5.7	eV
net charge	+6

Geometry (Å):
1 C 6.336 -11.312 3.824
2 N 6.020 -10.410 2.672
3 C 6.716 -10.449 1.544
4 C 6.419 -9.534 0.468
5 C 5.245 -8.796 0.496
6 C 4.506 -8.791 1.695
7 C 4.920 -9.544 2.801
8 C 4.875 -7.871 -0.640
9 C 5.816 -7.129 -1.503
10 C 5.363 -6.393 -2.571
11 N 4.029 -6.224 -2.807
12 C 3.146 -6.843 -2.008
13 C 3.527 -7.658 -0.992
14 C 3.468 -5.480 -3.996
15 H 5.425 -11.911 3.853
16 H 6.456 -10.582 4.624
17 H 7.230 -11.921 3.692
18 H 7.510 -11.178 1.600
19 H 7.207 -9.551 -0.270
20 H 3.676 -8.108 1.802
21 H 4.300 -9.616 3.682
22 H 6.877 -7.274 -1.355
23 H 5.973 -5.963 -3.351
24 H 2.101 -6.633 -2.184
25 H 2.747 -8.171 -0.448
26 H 2.746 -4.714 -3.714
27 H 3.014 -6.192 -4.685
28 H 4.278 -4.862 -4.384
29 C -5.918 -2.511 -3.478
30 C -7.388 -2.662 -3.970
31 C -8.331 -1.813 -3.133
32 C -9.793 -1.997 -3.639
33 N -10.931 -1.150 -2.993
34 C -12.230 -1.180 -3.788
35 C -12.458 0.180 -4.551
36 C -11.829 1.080 -3.458
37 C -10.560 0.352 -3.207
38 C -11.242 -1.472 -1.458
39 H -5.225 -2.955 -4.192
40 H -5.749 -2.770 -2.433
41 H -5.627 -1.462 -3.423
42 H -7.606 -3.730 -3.952
43 H -7.446 -2.365 -5.017
44 H -8.106 -0.756 -3.278
45 H -8.285 -2.117 -2.088
46 H -10.155 -3.020 -3.539
47 H -9.890 -1.660 -4.671
48 H -13.042 -1.398 -3.094
49 H -12.312 -2.035 -4.459
50 H -13.527 0.386 -4.607
51 H -11.954 0.304 -5.510
52 H -12.598 1.141 -2.688
53 H -11.543 2.117 -3.635
54 H -10.000 0.662 -2.324
55 H -9.775 0.397 -3.963
56 H -10.297 -1.531 -0.918
57 H -11.806 -2.404 -1.407
58 H -11.900 -0.714 -1.033
59 C 0.663 4.413 5.696
60 C 0.258 5.700 6.445
61 C 0.561 5.649 7.992
62 C 0.087 6.879 8.749
63 N 0.309 6.751 10.240
64 C -0.191 8.033 10.875
65 C 0.526 8.167 12.235
66 C 1.718 7.196 12.109
67 C 1.808 6.757 10.639
68 C -0.470 5.630 10.935
69 H 0.641 3.512 6.309
70 H 1.661 4.453 5.259
71 H -0.024 4.239 4.867
72 H -0.826 5.807 6.432
73 H 0.504 6.672 6.016
74 H 1.619 5.530 8.226
75 H -0.033 4.823 8.383
76 H -0.975 6.939 8.508
77 H 0.400 7.847 8.359
78 H -1.265 7.989 11.056
79 H 0.043 8.824 10.163
80 H -0.149 7.957 13.065
81 H 0.862 9.200 12.323
82 H 1.522 6.376 12.801
83 H 2.600 7.746 12.435
84 H 2.363 5.834 10.474
85 H 2.356 7.514 10.078
86 H -1.464 5.795 10.518
87 H -0.373 5.678 12.019
88 H -0.126 4.643 10.627
89 C 8.843 6.502 -2.522
90 C 7.768 6.877 -3.584
91 C 6.604 5.981 -3.605
92 C 5.622 6.340 -2.386
93 N 4.107 5.961 -2.601
94 C 3.226 6.439 -1.375
95 C 1.907 6.887 -2.008
96 C 2.047 6.824 -3.513
97 C 3.521 6.818 -3.751
98 C 4.000 4.413 -2.814
99 H 8.532 6.430 -1.479
100 H 9.739 7.112 -2.631
101 H 9.306 5.547 -2.771
102 H 8.244 6.813 -4.562
103 H 7.481 7.929 -3.562
104 H 6.928 4.940 -3.611
105 H 6.048 6.183 -4.521
106 H 5.668 7.402 -2.144
107 H 5.976 5.930 -1.440
108 H 3.125 5.609 -0.675
109 H 3.732 7.312 -0.963
110 H 1.041 6.266 -1.783
111 H 1.851 7.943 -1.742
112 H 1.535 5.918 -3.839
113 H 1.622 7.709 -3.985
114 H 3.827 6.373 -4.698
115 H 3.915 7.803 -3.502
116 H 2.915 4.365 -2.897
117 H 4.362 3.988 -1.878
118 H 4.663 4.063 -3.606
119 C -0.407 -4.853 -11.007
120 C -1.373 -3.688 -10.968
121 C -1.082 -2.626 -9.875
122 C -2.142 -1.521 -9.895
123 N -1.710 -0.266 -9.063
124 C -0.987 -0.499 -7.684
125 C -1.298 0.753 -6.926
126 C -2.729 1.147 -7.229
127 C -3.010 0.555 -8.648
128 C -0.894 0.566 -10.035
129 H -0.614 -5.385 -10.078
130 H 0.672 -4.708 -11.055
131 H -0.777 -5.537 -11.771
132 H -2.337 -4.105 -10.678
133 H -1.547 -3.247 -11.950
134 H -0.076 -2.207 -9.887
135 H -1.142 -3.193 -8.946
136 H -2.881 -1.905 -9.192
137 H -2.683 -1.190 -10.782
138 H 0.095 -0.613 -7.763
139 H -1.381 -1.353 -7.132
140 H -0.597 1.536 -7.214
141 H -1.125 0.596 -5.861
142 H -2.726 2.237 -7.198
143 H -3.447 0.966 -6.430
144 H -3.405 1.181 -9.449
145 H -3.754 -0.213 -8.441
146 H -0.456 1.469 -9.610
147 H -1.609 0.709 -10.845
148 H -0.020 0.039 -10.419
149 C 4.845 -3.661 5.572
150 C 5.054 -2.469 4.632
151 C 6.451 -2.251 4.299
152 C 6.590 -1.259 3.162
153 N 7.943 -0.952 2.561
154 C 7.971 0.194 1.602
155 C 7.471 -0.374 0.289
156 C 7.774 -1.849 0.355
157 C 8.406 -2.176 1.670
158 C 8.992 -0.817 3.691
159 H 5.381 -4.572 5.304
160 H 3.777 -3.862 5.659
161 H 5.154 -3.482 6.601
162 H 4.607 -1.563 5.040
163 H 4.421 -2.603 3.754
164 H 6.749 -3.227 3.917
165 H 7.007 -2.110 5.226
166 H 6.315 -0.284 3.565
167 H 5.830 -1.454 2.404
168 H 8.991 0.436 1.301
169 H 7.523 1.126 1.946
170 H 7.885 0.086 -0.608
171 H 6.428 -0.111 0.117
172 H 8.470 -2.112 -0.442
173 H 6.918 -2.430 0.009
174 H 9.492 -2.202 1.749
175 H 8.059 -3.034 2.245
176 H 8.575 -0.225 4.505
177 H 9.931 -0.449 3.277
178 H 9.150 -1.866 3.941
179 C -3.771 -4.977 1.697
180 C -4.268 -4.826 3.090
181 C -5.196 -3.606 3.208
182 C -4.320 -2.253 3.139
183 N -5.101 -1.015 3.612
184 C -4.271 0.210 3.684
185 C -4.765 1.089 4.833
186 C -5.784 0.206 5.567
187 C -5.707 -1.188 4.994
188 C -6.197 -0.657 2.575
189 H -3.260 -5.938 1.637
190 H -2.988 -4.240 1.517
191 H -4.447 -5.075 0.848
192 H -3.471 -4.811 3.834
193 H -4.880 -5.724 3.173
194 H -5.673 -3.636 4.188
195 H -5.957 -3.632 2.429
196 H -4.010 -2.009 2.122
197 H -3.399 -2.330 3.717
198 H -4.156 0.756 2.748
199 H -3.238 -0.069 3.892
200 H -5.187 1.986 4.381
201 H -3.888 1.357 5.422
202 H -6.785 0.630 5.644
203 H -5.364 0.231 6.572
204 H -6.661 -1.699 4.860
205 H -4.974 -1.750 5.572
206 H -5.708 -0.718 1.602
207 H -6.659 0.323 2.692
208 H -6.955 -1.423 2.411
209 As -4.980 4.748 -1.620
210 F -5.566 4.989 -3.346
211 F -5.658 3.049 -1.605
212 F -4.389 4.681 0.096
213 F -4.278 6.394 -1.722
214 F -6.551 5.459 -0.973
215 F -3.439 3.963 -2.092
216 As 1.385 -0.962 -0.424
217 F 0.398 -1.993 -1.493
218 F 0.760 -1.709 1.189
219 F 2.504 0.160 0.517
220 F 2.116 -0.326 -1.977
221 F 0.163 0.446 -0.425
222 F 2.693 -2.248 -0.427

Results of the Mulliken charge analysis, in e, for atoms 1 through 4:
1 C -0.79
2 N -0.02
3 C -0.11
4 C -0.76


# C24H48Cl36IO5P

19 unconnected molecules or ions with the total composition C24H48Cl36IO5P in a non-equilibrium geometry (ωB97M-V/def2-TZVPD, OMol25).

Results
HOMO energy	-8.150	eV
E	-504099.9078	eV
maximum force	2.49	eV/Å
gap between HOMO and LUMO	8.1	eV
net charge	0

Geometry (Å):
1 O 2.867 -3.494 -1.598
2 C 2.543 -2.355 -1.372
3 I 1.435 -1.991 0.458
4 C 2.908 -1.219 -2.311
5 C 3.114 0.162 -1.667
6 O 2.299 1.138 -2.291
7 C 1.128 1.489 -1.589
8 C -0.055 0.564 -1.766
9 O -0.795 1.027 -2.879
10 C -1.785 0.128 -3.318
11 P -3.077 -0.475 -2.121
12 O -3.427 0.831 -1.176
13 O -2.321 -1.616 -1.185
14 H 3.757 -1.561 -2.886
15 H 2.083 -1.102 -3.005
16 H 4.148 0.437 -1.877
17 H 2.963 0.133 -0.597
18 H 0.804 2.439 -1.996
19 H 1.334 1.675 -0.542
20 H -0.656 0.649 -0.860
21 H 0.212 -0.477 -1.925
22 H -2.359 0.652 -4.071
23 H -1.377 -0.774 -3.791
24 H -3.028 0.776 -0.298
25 H -2.463 -1.443 -0.246
26 C 5.133 1.883 1.718
27 Cl 5.093 0.119 1.552
28 Cl 3.551 2.614 1.434
29 H 5.447 2.123 2.724
30 H 5.835 2.282 0.994
31 C -6.604 -2.174 -0.763
32 Cl -7.922 -2.828 0.219
33 Cl -5.468 -1.233 0.209
34 H -6.067 -2.995 -1.221
35 H -7.022 -1.528 -1.525
36 C -10.354 -1.702 3.177
37 Cl -11.687 -1.771 4.337
38 Cl -10.183 -3.216 2.284
39 H -10.547 -0.904 2.471
40 H -9.434 -1.513 3.716
41 C 6.998 1.209 -3.138
42 Cl 6.471 0.876 -1.484
43 Cl 8.478 0.328 -3.545
44 H 6.212 0.904 -3.821
45 H 7.190 2.274 -3.238
46 C -1.950 -5.516 0.018
47 Cl -2.250 -4.770 1.593
48 Cl -3.414 -5.613 -0.966
49 H -1.215 -4.919 -0.510
50 H -1.578 -6.520 0.179
51 C 11.733 -1.184 -3.626
52 Cl 11.369 -2.751 -2.906
53 Cl 12.854 -1.333 -4.993
54 H 10.812 -0.742 -3.984
55 H 12.185 -0.549 -2.874
56 C -15.632 -1.869 3.668
57 Cl -16.338 -3.287 4.457
58 Cl -16.485 -0.384 4.099
59 H -14.600 -1.782 3.983
60 H -15.691 -2.006 2.595
61 C 5.151 4.849 -2.773
62 Cl 4.318 3.385 -2.243
63 Cl 6.855 4.545 -3.156
64 H 4.660 5.227 -3.662
65 H 5.107 5.585 -1.978
66 C 11.330 2.285 -5.404
67 Cl 11.286 2.917 -3.754
68 Cl 9.724 2.260 -6.146
69 H 11.977 2.915 -6.002
70 H 11.714 1.272 -5.379
71 C -14.425 -4.509 7.578
72 Cl -13.441 -5.973 7.426
73 Cl -13.658 -3.315 8.629
74 H -14.556 -4.076 6.594
75 H -15.387 -4.778 7.998
76 C -1.146 5.367 -1.835
77 Cl -2.098 3.939 -1.419
78 Cl 0.570 4.978 -2.022
79 H -1.512 5.767 -2.773
80 H -1.250 6.101 -1.045
81 C -10.352 -6.847 1.132
82 Cl -11.617 -8.032 1.477
83 Cl -9.863 -6.890 -0.568
84 H -10.731 -5.860 1.362
85 H -9.488 -7.070 1.747
86 C 8.435 4.151 -9.417
87 Cl 8.187 5.897 -9.536
88 Cl 9.252 3.508 -10.846
89 H 9.046 3.946 -8.546
90 H 7.471 3.668 -9.321
91 C -14.408 -9.488 7.628
92 Cl -16.076 -10.069 7.718
93 Cl -13.375 -10.603 6.726
94 H -14.401 -8.527 7.129
95 H -14.019 -9.390 8.634
96 C 13.676 -2.468 -8.327
97 Cl 15.000 -1.498 -8.987
98 Cl 14.010 -4.199 -8.438
99 H 13.545 -2.207 -7.285
100 H 12.775 -2.251 -8.888
101 C 3.816 4.657 5.261
102 Cl 3.477 3.105 6.036
103 Cl 4.904 4.472 3.874
104 H 2.871 5.083 4.916
105 H 4.288 5.312 5.986
106 C 6.298 7.841 7.272
107 Cl 4.764 7.065 7.699
108 Cl 7.293 6.794 6.259
109 H 6.083 8.752 6.728
110 H 6.837 8.062 8.185
111 C 0.500 5.436 7.013
112 Cl -0.508 4.133 7.639
113 Cl 0.681 5.340 5.255
114 H 0.040 6.385 7.260
115 H 1.483 5.363 7.465

Results of the Mulliken charge analysis, in e, for atoms 1 through 4:
1 O -0.50
2 C 0.31
3 I -0.03
4 C -0.57


- What is the formula in the third record?
  C66H134As2F12N8